# 1
ORCA calculation (the ωB97M-V functional and the def2-TZVPD basis) on a molecular structure, C4H5NO2 at a distorted geometry.

XYZ file:
```
12
Properties=species:S:1:pos:R:3:forces:R:3
O -0.4740 -1.4003 0.5754 1.21 -0.17 0.03
C -1.1919 -0.3438 0.0974 0.60 1.84 1.19
C -0.3968 0.2919 -0.9629 -0.07 0.31 -0.76
C -0.0705 0.9587 0.3454 -3.69 -1.53 0.90
N 1.0814 0.2552 0.9215 0.12 2.11 -1.47
C 0.8719 -0.9623 0.1798 -0.40 -0.52 -0.14
O 0.6677 -0.5976 -1.1801 0.15 0.04 -0.20
H -2.1901 -0.1529 0.4625 0.06 -0.30 -0.34
H -0.7674 0.8024 -1.8321 -0.03 -0.03 -0.24
H 1.3568 1.1283 0.2295 2.21 -2.48 1.37
H -0.4697 1.8013 0.8742 -0.05 0.36 -0.34
H 1.5826 -1.7808 0.2895 -0.11 0.35 0.01
```
Positions in Å, forces in eV/Å.

Summary:
Kohn-Sham gap in hartree: 0.349
Energy in Eh: -360.50490
2S+1: 1
LUMO energy in Eh: 0.0355


# 2
ORCA calculation (the ωB97M-V functional and the def2-TZVPD basis) on a single C4H5NO2 molecule at a distorted geometry.

XYZ file:
```
12
Properties=species:S:1:pos:R:3:forces:R:3
H -0.0956 -2.8722 -1.1396 -0.10 -0.11 0.65
N -0.4825 -1.9318 -1.0823 0.00 0.43 0.00
C 0.2266 -1.1147 -0.4258 1.18 1.49 -3.27
C -0.0070 0.4997 -0.7343 -0.54 -2.62 1.18
C -0.1372 0.9768 0.6588 0.18 -1.72 -0.12
O -0.2717 2.2815 1.0365 -0.18 0.37 0.47
C -0.1753 -0.0784 1.5001 0.22 3.04 2.00
O 0.0052 -0.7038 2.4838 -0.35 -0.51 -0.90
H 1.2235 -1.3507 -0.0247 -0.34 -0.11 0.36
H 0.8143 0.9848 -1.2745 -0.07 -0.43 -0.14
H -0.9503 0.4412 -1.2763 0.11 0.54 -0.32
H -0.1501 2.8677 0.2783 -0.11 -0.37 0.07
```
Positions in Å, forces in eV/Å.

Summary:
Kohn-Sham gap in hartree: 0.280
Energy in Eh: -360.53124
2S+1: 1
LUMO energy in Eh: -0.0140


# 3
ORCA calculation (the ωB97M-V functional and the def2-TZVPD basis) on a single C4H5NO2 molecule.

XYZ file:
```
12
Properties=species:S:1:pos:R:3:forces:R:3
C 1.8184 0.2284 -0.8670 -0.05 -0.02 0.07
C 0.6585 -0.0393 -0.2748 0.17 0.08 -0.29
C -0.6671 -0.0622 -1.0010 0.08 -0.01 -0.21
O -1.6204 0.0738 0.0683 -0.06 -0.01 0.18
C -0.8919 -0.1256 1.1723 0.13 0.00 0.00
O -1.6182 -0.0981 2.2771 0.18 -0.06 0.05
N 0.3798 -0.2824 1.0884 -0.21 0.16 -0.04
H 1.7988 0.5592 -1.9006 0.08 -0.24 0.04
H 2.7821 0.1624 -0.3786 -0.18 0.08 0.14
H -0.7980 0.7447 -1.7216 -0.06 -0.05 0.11
H -0.8392 -1.0289 -1.4867 -0.02 0.13 0.03
H -1.0026 -0.1320 3.0243 -0.06 -0.07 -0.08
```
Positions in Å, forces in eV/Å.

Summary:
Kohn-Sham gap in hartree: 0.344
Energy in Eh: -360.63576
2S+1: 1
LUMO energy in Eh: 0.0266


# 4
ORCA calculation (the ωB97M-V functional and the def2-TZVPD basis) on a single C4H5NO2 molecule at a distorted geometry.

XYZ file:
```
12
Properties=species:S:1:pos:R:3:forces:R:3
N 1.3773 -0.7090 -1.5439 0.25 0.41 -0.07
C 0.8549 0.3492 -0.7638 -2.34 -0.29 0.69
C -0.6775 0.5812 -0.4442 0.85 -1.07 -1.55
C -0.8693 0.0863 0.8186 1.04 0.74 -0.08
O -1.8430 -0.4737 1.5881 0.16 1.19 -0.14
C 0.4149 0.3174 1.3484 0.34 -0.98 1.65
O 1.4209 0.2517 0.4784 -0.21 0.69 -0.22
H 1.3148 -1.6371 -1.1200 -0.20 0.48 -0.17
H 1.2652 -0.7194 -2.5384 -0.19 0.21 -0.11
H -1.3782 1.1698 -1.0324 0.02 -0.99 -0.54
H -2.7153 -0.4423 1.1801 0.06 0.18 -0.23
H 0.5693 0.9548 2.1986 0.22 -0.56 0.78
```
Positions in Å, forces in eV/Å.

Summary:
Kohn-Sham gap (alpha / beta) in hartree: 0.281 / 0.275
Energy in Eh: -360.49177
2S+1: 1
LUMO energy (alpha / beta) in Eh: 0.0174 / 0.0170


# 5
ORCA calculation (the ωB97M-V functional and the def2-TZVPD basis) on a single C4H5NO2 molecule at a distorted geometry.

XYZ file:
```
12
Properties=species:S:1:pos:R:3:forces:R:3
O 1.6547 -1.6695 -1.5249 -1.06 1.20 0.20
C 0.9207 -0.7709 -1.3638 1.22 -1.15 -0.63
C 0.1685 0.3081 -1.3062 -0.16 0.11 -0.13
C -0.9273 0.4927 -0.2905 -0.13 0.00 -0.09
N -0.3821 0.6326 1.0592 0.02 -0.22 -0.10
C 0.1662 -0.5340 1.5598 0.21 0.23 0.30
O 0.1895 -1.5773 0.9552 -0.37 -0.28 0.17
H 0.4694 1.1330 -1.9452 -0.01 -0.21 0.00
H -1.6337 -0.3393 -0.2782 0.17 0.03 -0.01
H -1.5106 1.3906 -0.5143 0.23 -0.12 -0.02
H 0.3125 1.3691 1.0636 -0.17 0.36 0.57
H 0.5721 -0.4351 2.5855 0.05 0.05 -0.27
```
Positions in Å, forces in eV/Å.

Summary:
Kohn-Sham gap in hartree: 0.356
Energy in Eh: -360.62147
2S+1: 1
LUMO energy in Eh: 0.0270


# 6
ORCA calculation (the ωB97M-V functional and the def2-TZVPD basis) on 2 unconnected molecules or ions with the total composition C4H5NO2 at a distorted geometry.

XYZ file:
```
12
Properties=species:S:1:pos:R:3:forces:R:3
C 1.0799 -0.7119 0.1820 -0.05 -0.10 -0.02
C 0.2546 0.2087 -0.6612 -0.17 -0.20 -0.14
O -0.6922 -0.1078 -1.3516 0.42 0.15 0.29
C 0.6747 1.6825 -0.6627 0.35 0.27 0.20
O 1.6285 2.0864 -0.0468 -0.49 -0.19 -0.33
H 2.0847 -0.7542 -0.2518 -0.06 0.00 0.08
H 0.6409 -1.7094 0.2152 0.04 0.16 -0.05
H 1.1830 -0.3078 1.1941 -0.03 -0.04 -0.17
H 0.0274 2.3319 -1.2836 0.07 -0.02 0.05
C -2.3158 -0.9113 0.8694 0.50 0.07 0.99
N -1.7434 -0.8162 1.8673 -0.63 -0.10 -1.02
H -2.8223 -0.9911 -0.0702 0.05 0.00 0.10
```
Positions in Å, forces in eV/Å.

Summary:
Kohn-Sham gap in hartree: 0.346
Energy in Eh: -360.60579
2S+1: 1
LUMO energy in Eh: -0.0220


# 7
ORCA calculation (the ωB97M-V functional and the def2-TZVPD basis) on 2 unconnected molecules or ions with the total composition C4H5NO2.

XYZ file:
```
12
Properties=species:S:1:pos:R:3:forces:R:3
O 1.1875 2.1129 0.9192 -0.17 -0.37 -0.05
C 0.6644 1.0826 0.5651 -0.10 0.37 0.19
N 1.2162 0.0804 -0.2094 0.23 0.05 0.54
C 0.6199 -1.1624 -0.1011 -0.13 -0.33 0.06
C -0.8754 -0.6071 0.1182 0.02 -0.14 0.25
O -1.2520 -0.4380 1.3469 0.35 0.07 0.44
C -0.8364 0.7764 0.5725 0.01 0.25 -0.22
H 0.0215 0.3015 -1.7714 -0.36 0.04 -0.60
H 0.7875 -1.6738 0.8474 -0.05 -0.21 -0.08
H 0.7560 -1.8175 -0.9602 0.04 0.18 0.07
H -0.6808 0.0254 -1.8494 0.12 0.19 -0.58
H -1.6160 1.5125 0.4351 0.03 -0.09 -0.02
```
Positions in Å, forces in eV/Å.

Summary:
Kohn-Sham gap (alpha / beta) in hartree: 0.307 / 0.281
Energy in Eh: -360.42220
2S+1: 1
LUMO energy (alpha / beta) in Eh: -0.0582 / -0.0712


# 8
ORCA calculation (the ωB97M-V functional and the def2-TZVPD basis) on a single C4H5NO2 molecule.

XYZ file:
```
12
Properties=species:S:1:pos:R:3:forces:R:3
O 2.6006 -0.6280 -0.3171 -0.45 0.20 -0.26
C 1.4549 -0.3219 -0.5467 0.25 -0.16 0.11
C 0.6633 0.4698 0.4444 0.33 0.06 0.15
C -0.5739 1.2367 0.0941 -0.05 0.23 -0.11
N -0.6816 -0.0088 0.7982 -0.16 -0.06 0.03
C -1.1821 -1.1378 0.1250 -0.10 0.03 -0.25
O -1.8210 -1.1083 -0.8967 0.11 -0.06 0.56
H 0.9362 -0.6578 -1.4662 0.03 0.08 0.06
H 1.2907 0.8099 1.2627 -0.19 -0.05 0.07
H -0.9562 1.3043 -0.9231 0.27 -0.22 0.10
H -0.7782 2.0945 0.7277 0.01 -0.03 -0.17
H -0.9525 -2.0528 0.6978 -0.04 -0.03 -0.28
```
Positions in Å, forces in eV/Å.

Summary:
Kohn-Sham gap in hartree: 0.397
Energy in Eh: -360.59493
2S+1: 1
LUMO energy in Eh: 0.0207


Energy relative to the best compared isomer or geometry (same formula, charge and spin) (eV)
4.477, 3.760, 0.916, 4.834, 1.305, 1.731, 6.727, 2.027